C8H28NO6 | ωB97M-V with the def2-TZVPD basis set

Results
HOMO level = -11.72 eV
gap between HOMO and LUMO = 9.0 eV
DFT total energy = -22505.9613 eV
energy relative to the best compared isomer or geometry (same formula, charge and spin) = 285.82 kcal per mole
net charge = +1

The geometry in XYZ format:
```
43
C8H28NO6 | OMol25 | ωB97M-V with the def2-TZVPD basis set
N 0.231 -0.070 0.216
H -0.418 0.631 -0.112
H 1.141 0.334 0.383
H 0.344 -0.784 -0.490
H -0.250 -0.577 0.946
C -0.474 -2.054 -2.240
C 1.042 -1.887 -2.135
O 1.386 -1.414 -0.859
H -1.050 -1.147 -2.057
H -0.831 -2.673 -1.417
H -0.817 -2.420 -3.208
H 1.453 -1.205 -2.879
H 1.533 -2.858 -2.207
H 2.340 -1.304 -0.888
C 1.659 1.980 -1.492
C 2.313 1.809 -0.084
O 2.146 0.546 0.387
H 0.581 2.137 -1.449
H 1.785 1.105 -2.128
H 2.095 2.771 -2.103
H 1.864 2.584 0.537
H 3.390 1.974 -0.074
H 2.904 -0.007 0.183
C -1.258 1.755 1.802
C -1.262 2.366 0.324
O -0.977 1.322 -0.598
O -0.025 1.193 2.176
H -2.116 1.098 1.940
H -1.411 2.624 2.443
H -0.546 3.188 0.345
H -2.153 2.929 0.045
H -0.970 1.742 -1.461
H 0.794 1.685 2.077
C -2.036 -1.479 1.337
C -0.863 -2.437 1.209
O 0.128 -2.141 2.186
O -1.861 -0.287 0.640
H -2.180 -1.158 2.369
H -2.977 -1.911 0.997
H -0.425 -2.512 0.214
H -1.234 -3.458 1.298
H -0.353 -2.236 3.011
H -2.640 0.245 0.815
```

---

C8H28O10 | ωB97M-V with the def2-TZVPD basis set

Results
HOMO level (alpha / beta) = 0.04 / -6.90 eV
gap between HOMO and LUMO (alpha / beta) = 2.7 / 9.6 eV
DFT total energy = -29221.7422 eV
energy relative to the best compared isomer or geometry (same formula, charge and spin) = 0.00 kcal per mole
<S²> = 0.7507
2S+1 = 2
net charge = -1

The geometry in XYZ format:
```
46
C8H28O10 | OMol25 | ωB97M-V with the def2-TZVPD basis set
O -1.891 -1.800 2.881
H -2.676 -1.902 2.342
H -1.350 -1.172 2.401
O -0.736 0.105 1.261
H -0.385 -0.425 0.545
H -0.359 0.974 1.123
C -2.495 -2.256 -2.412
C -1.386 -2.991 -1.468
O -0.563 -2.006 -0.944
O -1.726 -1.871 -3.531
H -2.959 -1.413 -1.900
H -3.263 -2.982 -2.680
H -0.761 -3.599 -2.121
H -1.793 -3.612 -0.670
H 0.309 -2.351 -0.740
H -0.992 -1.337 -3.218
C 2.573 0.664 -0.661
C 2.258 1.294 -2.026
O 1.742 0.319 -2.903
O 3.669 -0.283 -0.671
H 1.760 0.181 -0.120
H 3.021 1.439 -0.040
H 3.140 1.714 -2.511
H 1.523 2.093 -1.934
H 1.963 -0.571 -2.617
H 3.324 -1.178 -0.708
C 1.936 0.509 3.637
C 2.539 -0.928 3.355
O 1.952 -1.882 4.343
O 2.447 1.423 2.752
H 2.069 0.763 4.689
H 0.869 0.328 3.506
H 3.599 -0.974 3.604
H 2.370 -1.152 2.302
H 1.669 -2.688 3.905
H 2.869 2.089 3.299
C -2.105 3.159 -0.643
C -3.282 2.293 -1.166
O -3.127 2.039 -2.559
O -0.935 2.406 -0.723
H -2.216 3.645 0.326
H -1.921 3.955 -1.366
H -4.222 2.835 -1.070
H -3.345 1.403 -0.539
H -2.246 1.691 -2.717
H -0.866 2.050 -1.612
```

---

C8H28O10 | ωB97M-V with the def2-TZVPD basis set

Results
HOMO level = -9.94 eV
gap between HOMO and LUMO = 10.5 eV
DFT total energy = -29223.2295 eV
energy relative to the best compared isomer or geometry (same formula, charge and spin) = 6.81 kcal per mole

The geometry in XYZ format:
```
46
C8H28O10 | OMol25 | ωB97M-V with the def2-TZVPD basis set
O -0.694 -0.688 -2.746
C -0.989 0.559 -3.435
C -2.165 1.133 -2.747
O -1.931 1.178 -1.287
H -0.950 -0.666 -1.827
H -0.057 1.133 -3.349
H -1.141 0.245 -4.448
H -3.057 0.542 -2.922
H -2.360 2.168 -3.060
H -1.124 1.714 -1.154
O -1.750 1.226 1.821
C -1.554 2.659 1.874
C -1.415 3.357 0.502
O -0.213 3.056 -0.214
H -2.344 1.018 1.089
H -2.394 3.082 2.446
H -0.639 2.894 2.399
H -1.414 4.412 0.706
H -2.255 3.104 -0.131
H 0.286 2.545 0.436
O -2.683 -3.610 0.962
C -1.715 -3.826 1.919
C -0.663 -2.695 2.053
O 0.030 -2.622 0.822
H -2.298 -3.412 0.104
H -2.207 -4.043 2.874
H -1.066 -4.702 1.714
H -0.070 -2.949 2.937
H -1.157 -1.744 2.250
H 0.578 -1.828 0.802
O 2.201 0.458 -1.291
C 2.743 -0.768 -1.564
C 4.043 -0.913 -0.805
O 4.626 -2.170 -1.048
H 1.378 0.575 -1.749
H 2.035 -1.593 -1.350
H 2.885 -0.829 -2.668
H 3.759 -0.726 0.246
H 4.668 -0.129 -1.191
H 4.011 -2.832 -0.726
O 1.667 2.166 2.779
H 1.693 1.830 3.676
H 1.703 1.332 2.301
O 0.910 -0.067 1.233
H -0.037 0.131 1.393
H 1.131 0.297 0.376
```

---

C8H29BeN2Si2 | ωB97M-V with the def2-TZVPD basis set

Results
HOMO level = -0.14 eV
gap between HOMO and LUMO = 2.8 eV
DFT total energy = -27904.4405 eV
energy relative to the best compared isomer or geometry (same formula, charge and spin) = 21.60 kcal per mole
net charge = -1

The geometry in XYZ format:
```
42
C8H29BeN2Si2 | OMol25 | ωB97M-V with the def2-TZVPD basis set
C -1.066 0.643 -2.804
Be -0.655 1.232 -0.884
N -1.989 1.502 0.273
N -0.337 2.903 -1.325
H -1.536 1.594 1.205
H -1.507 0.687 -1.717
H -1.397 -0.297 -3.268
H 0.031 0.692 -2.960
H -1.541 1.445 -3.389
H 0.234 3.371 -0.618
H -1.207 3.430 -1.372
H 0.128 3.102 -2.210
H -2.539 2.348 0.155
H -2.673 0.737 0.414
C -1.921 -1.745 1.120
Si -0.470 -1.711 -0.120
C 0.747 -3.001 0.512
C -1.184 -2.436 -1.723
C 0.386 -0.043 -0.359
Si 1.505 0.479 1.026
C 3.150 -0.376 0.793
C 1.753 2.359 1.089
C 0.794 0.001 2.727
H -2.192 -2.800 1.268
H -2.817 -1.233 0.739
H -1.627 -1.335 2.092
H 0.248 -3.986 0.455
H 1.646 -3.015 -0.127
H 1.029 -2.797 1.558
H -2.069 -1.891 -2.086
H -0.421 -2.451 -2.518
H -1.492 -3.483 -1.553
H 1.037 -0.243 -1.241
H 3.604 -0.045 -0.157
H 3.802 -0.101 1.640
H 3.021 -1.469 0.755
H 0.838 2.887 1.429
H 2.548 2.546 1.837
H 2.101 2.761 0.116
H -0.104 0.590 2.990
H 0.546 -1.071 2.781
H 1.594 0.220 3.458
```

---

C8H2AuCl8NO7P2 | ωB97M-V with the def2-TZVPD basis set

Results
HOMO level (alpha / beta) = -8.10 / -8.11 eV
gap between HOMO and LUMO (alpha / beta) = 5.2 / 5.3 eV
DFT total energy = -146587.7912 eV
energy relative to the best compared isomer or geometry (same formula, charge and spin) = 404.14 kcal per mole

The geometry in XYZ format:
```
29
C8H2AuCl8NO7P2 | OMol25 | ωB97M-V with the def2-TZVPD basis set
Au -0.701 0.440 -0.600
Cl -3.352 -2.508 -0.031
C -1.698 -3.014 0.155
C -0.706 -2.072 0.119
C 0.631 -2.606 0.264
Cl 1.813 -0.040 -0.613
C 0.974 -3.925 0.309
Cl 2.622 -4.408 0.246
C -0.099 -4.838 0.384
Cl 0.256 -6.516 0.519
C -1.410 -4.388 0.337
Cl -2.702 -5.525 0.485
O 1.800 4.077 1.142
P 1.422 2.688 0.507
O 0.794 2.853 -0.808
O 0.812 1.775 1.518
O 3.378 2.011 0.388
P 3.551 0.480 0.412
O 1.922 0.971 -1.797
O 4.586 -0.342 0.981
O 1.427 -1.553 0.009
H 2.114 4.707 0.479
H 1.279 0.774 0.365
Cl -2.437 4.712 -2.117
C -3.181 3.891 -0.746
Cl -4.901 4.273 -0.637
Cl -2.351 4.311 0.758
C -3.029 2.444 -0.943
N -2.815 1.325 -1.087
```